The following is a quantum chemistry calculation of one molecule with the formula C2H3N3O, from the Open Molecules 2025 dataset.

## Properties
HOMO-LUMO gap = 8.63 eV
relative energy (zero: lowest compared OMol25 entry of this formula, charge and spin) = 79.2 kcal per mole
E = -8637.0594 eV
structure (SMILES) = [H]/N=N/C(O)=C=N

Cartesian coordinates (Å):
O (-2.017, -0.539, 0.035)
N (1.442, -0.753, 0.132)
N (0.256, -1.122, 0.267)
N (0.419, 2.114, -0.009)
C (-0.718, -0.128, 0.065)
C (-0.282, 1.115, -0.072)
H (2.027, -1.567, 0.342)
H (0.874, 2.384, -0.884)
H (-2.001, -1.503, 0.124)

The following is a quantum chemistry calculation of a 7-piece molecular cluster, C35H66IN3O8P overall at a distorted geometry, from the Open Molecules 2025 dataset.

## Properties
charge = +1
HOMO-LUMO gap = 6.77 eV
E = -75585.9131 eV

Cartesian coordinates (Å):
I (-1.124, -2.141, -2.740)
P (0.361, 5.933, -0.297)
O (-5.242, 0.364, 5.328)
O (1.850, 6.829, -0.418)
O (-5.504, 0.866, -2.866)
O (3.303, -5.306, 2.947)
O (-5.109, 5.135, 1.885)
O (6.593, -1.446, -4.923)
O (0.209, 5.068, 1.207)
O (2.044, -0.033, 3.295)
N (0.104, 4.857, -1.723)
N (1.945, 3.296, -1.112)
N (-0.298, 2.225, -1.439)
C (-7.173, -0.799, -3.082)
C (-1.102, 2.209, -2.743)
C (-6.676, 1.469, -3.431)
C (3.264, -7.653, 3.254)
C (2.554, -1.920, -3.797)
C (-3.511, 1.966, 5.125)
C (2.628, -2.090, -2.167)
C (-4.688, 4.156, 0.923)
C (2.526, -2.305, 3.753)
C (4.652, -5.792, 2.900)
C (-2.796, 4.729, 2.190)
C (2.533, -0.380, -4.401)
C (0.810, -0.764, 3.309)
C (6.557, -3.445, -3.655)
C (-5.834, 1.635, 5.025)
C (7.157, -2.498, -5.718)
C (2.642, -0.735, -1.243)
C (0.613, 3.432, -1.414)
C (2.552, 0.994, -3.477)
C (6.377, -1.943, -3.596)
C (-3.184, 4.274, 0.807)
C (-1.254, -0.291, -3.920)
C (-3.948, 5.639, 2.559)
C (2.667, 2.023, -0.734)
C (-7.519, 0.347, -3.997)
C (7.566, -3.598, -4.763)
C (2.444, -6.384, 3.340)
C (3.129, -0.967, 3.387)
C (-3.843, 0.560, 5.575)
C (-4.809, 2.691, 5.374)
C (4.652, -7.152, 3.562)
C (1.163, -2.223, 3.115)
C (-1.976, 0.835, -2.959)
C (2.605, 0.824, -1.849)
C (-5.706, -0.553, -2.805)
H (-3.283, 1.972, 4.052)
H (2.709, -0.869, -0.061)
H (-5.075, -1.013, -3.574)
H (7.563, -4.588, -5.227)
H (2.460, -0.242, -5.583)
H (3.231, -8.051, 2.233)
H (5.614, -3.923, -3.943)
H (1.240, -2.449, 2.045)
H (7.999, -2.111, -6.299)
H (2.116, -6.193, 4.368)
H (-2.333, 0.415, -1.915)
H (6.881, -3.873, -2.703)
H (-3.673, 0.438, 6.650)
H (-3.264, -0.199, 5.041)
H (2.262, 1.581, 0.286)
H (-1.826, 5.231, 2.231)
H (-7.748, -0.717, -2.151)
H (7.121, -1.479, -2.940)
H (5.317, -5.082, 3.401)
H (3.811, 2.292, -0.542)
H (-5.198, 4.332, -0.028)
H (-2.706, 3.339, 0.502)
H (-6.384, 2.199, -4.191)
H (3.854, -0.617, 4.127)
H (0.334, -0.598, 4.282)
H (-0.946, 4.844, -1.835)
H (3.124, -3.152, 3.405)
H (2.916, -8.432, 3.937)
H (1.091, 4.903, 1.653)
H (2.531, 4.185, -1.114)
H (-1.885, 3.108, -2.774)
H (-5.395, -0.928, -1.827)
H (-7.203, 1.995, -2.627)
H (-7.195, 0.116, -5.019)
H (2.527, -2.893, -4.461)
H (5.447, -7.806, 3.195)
H (4.773, -7.040, 4.646)
H (0.148, -0.385, 2.527)
H (-0.214, 0.146, -4.244)
H (2.421, -2.383, 4.841)
H (-6.069, 1.647, 3.955)
H (3.619, -1.006, 2.408)
H (0.429, -2.901, 3.556)
H (8.574, -3.402, -4.378)
H (2.530, 2.066, -3.963)
H (-8.585, 0.584, -4.022)
H (-2.659, 2.395, 5.658)
H (2.528, 6.366, -1.003)
H (-2.766, 3.869, 2.869)
H (-4.922, 3.606, 4.786)
H (1.563, -6.409, 2.693)
H (-0.920, 2.167, -0.603)
H (4.945, -5.862, 1.847)
H (6.383, -2.843, -6.413)
H (-1.854, -0.484, -4.932)
H (-0.415, 2.379, -3.704)
H (-4.131, 5.666, 3.637)
H (-2.925, 5.047, 0.075)
H (-2.975, 1.153, -3.526)
H (-7.366, -1.783, -3.517)
H (-3.775, 6.662, 2.208)
H (-4.981, 3.171, 1.301)
H (-4.889, 2.954, 6.435)
H (-6.765, 1.751, 5.588)
H (2.678, -3.149, -1.663)
H (5.380, -1.654, -3.252)

The following is a quantum chemistry calculation of a 2-piece molecular cluster, C7H10O2 overall at a distorted geometry, from the Open Molecules 2025 dataset.

## Properties
HOMO-LUMO gap = 9.87 eV
relative energy (zero: lowest compared OMol25 entry of this formula, charge and spin) = 94.2 kcal per mole
E = -11511.7732 eV
structure (SMILES) = C#C[C@](C)(O)C=O.C=C

Cartesian coordinates (Å):
O (-0.502, -2.256, -0.456)
O (-0.145, -0.409, 1.523)
C (-0.911, -0.062, 0.435)
C (-0.166, 0.839, -0.570)
C (-2.186, 0.646, 0.889)
C (-1.187, -1.271, -0.464)
C (-0.186, 1.719, -1.400)
C (2.095, -0.028, -0.705)
C (2.386, -0.624, 0.477)
H (0.003, 2.490, -2.094)
H (-2.753, -0.020, 1.539)
H (-1.914, 1.533, 1.455)
H (2.394, -1.703, 0.560)
H (-2.007, -1.122, -1.191)
H (1.856, -0.645, -1.560)
H (2.884, -0.070, 1.259)
H (2.446, 0.971, -0.913)
H (-2.794, 0.934, 0.033)
H (0.688, -0.924, 1.183)

The following is a quantum chemistry calculation of a 11-piece molecular cluster, C38H97Cl4N7O13 overall at a distorted geometry, from the Open Molecules 2025 dataset.

## Properties
HOMO-LUMO gap = 8.65 eV
E = -128108.1739 eV
structure (SMILES) = COC[C@H](C)N.COC[C@H](C)N.COC[C@H](C)N.COC[C@H](C)N.COC[C@H](C)N.COC[C@H](C)N.COC[C@H](C)N.CCOC(=O)OC.CCOC(=O)OC.ClCCl.ClCCl

Cartesian coordinates (Å):
Cl (1.043, 12.795, 1.465)
Cl (-3.271, 0.206, -8.343)
Cl (0.248, 10.935, 3.661)
Cl (-1.060, 2.013, -9.114)
O (-5.007, -7.882, -5.260)
O (-3.779, 3.125, 4.957)
O (1.714, 4.397, 7.335)
O (3.759, -2.287, 3.416)
O (-7.406, 0.895, -3.749)
O (4.935, 7.731, -3.995)
O (-5.248, 1.314, -3.015)
O (-6.775, 2.980, -3.719)
O (8.052, -6.515, -1.580)
O (5.501, 6.578, -5.697)
O (6.879, 6.591, -3.852)
O (0.025, 4.966, -2.806)
O (-2.676, -3.373, 5.168)
N (-2.572, -7.474, -6.294)
N (-1.436, -2.203, 2.775)
N (-0.408, 2.238, -1.780)
N (-2.793, 1.824, 7.449)
N (5.466, -8.175, -3.499)
N (1.016, 3.339, 4.398)
N (2.816, -4.417, 5.314)
C (-5.196, -8.969, -4.400)
C (1.352, 5.128, 6.141)
C (5.861, 4.200, -5.919)
C (-7.414, -0.517, -3.509)
C (4.198, -4.062, 5.111)
C (0.623, 1.222, -3.798)
C (5.902, 6.957, -4.454)
C (4.931, -5.469, 5.337)
C (-4.154, 1.732, 7.033)
C (-3.340, -3.059, 1.524)
C (6.824, -7.270, -1.719)
C (-2.771, -7.026, -4.977)
C (0.242, 11.310, 1.892)
C (-2.909, -4.245, 6.242)
C (0.549, 2.453, -2.832)
C (8.637, -6.660, -0.305)
C (4.168, -1.733, 2.214)
C (1.527, 5.289, 8.385)
C (-2.803, 1.782, -8.899)
C (4.440, -3.456, 3.691)
C (6.372, -7.125, -3.215)
C (-5.842, 4.022, -3.543)
C (-3.030, -3.888, 3.914)
C (-4.305, 4.170, 4.061)
C (1.694, 4.547, 4.741)
C (-0.265, 6.173, -3.505)
C (1.543, 5.588, 3.712)
C (-4.579, 2.953, 6.166)
C (0.180, 3.737, -3.628)
C (-4.981, 1.547, 8.263)
C (-1.691, -5.926, -4.779)
C (-8.629, -1.134, -4.221)
C (6.203, 5.612, -6.378)
C (-6.346, 1.691, -3.461)
C (-2.849, -2.706, 2.903)
C (5.700, -5.824, -3.452)
C (4.928, 8.086, -2.625)
C (-4.284, -6.772, -4.705)
H (-3.813, 3.980, 3.108)
H (-4.566, -6.551, -3.676)
H (6.015, -5.447, 5.219)
H (2.714, -4.724, 6.271)
H (-2.713, -3.722, 7.177)
H (-3.149, -2.276, 0.790)
H (-4.412, -3.234, 1.614)
H (-4.087, -4.155, 3.909)
H (0.603, 5.866, 8.419)
H (-5.197, 3.958, -4.419)
H (-1.106, 6.015, -4.180)
H (-2.136, -5.013, 6.278)
H (2.291, 6.322, 4.014)
H (2.229, 6.113, 8.513)
H (4.804, -5.646, -2.857)
H (9.438, -5.927, -0.211)
H (4.785, 4.065, -6.027)
H (-1.255, 1.898, -2.213)
H (1.447, 3.252, 3.489)
H (-4.686, -5.884, -5.194)
H (5.218, -1.843, 1.945)
H (1.993, 6.001, 6.265)
H (-4.363, 3.861, 6.729)
H (-4.729, 0.669, 8.858)
H (1.607, 4.728, 9.316)
H (0.625, 6.174, 3.678)
H (-6.470, -0.822, -3.962)
H (-6.394, 4.962, -3.557)
H (-5.632, 2.829, 5.914)
H (-5.471, -9.870, -4.948)
H (-8.920, -0.603, -5.127)
H (0.994, 3.789, -4.352)
H (4.759, -8.112, -2.780)
H (-3.139, 2.499, -8.150)
H (-7.372, -0.765, -2.449)
H (3.617, -2.099, 1.347)
H (-2.011, -5.032, -5.315)
H (6.383, -4.984, -3.325)
H (6.994, -8.332, -1.536)
H (-2.510, -7.850, -4.313)
H (3.982, 8.626, -2.588)
H (-6.011, 1.394, 7.940)
H (-0.589, 6.989, -2.859)
H (0.296, 5.397, 6.175)
H (4.535, -6.238, 4.674)
H (-9.505, -1.198, -3.576)
H (-3.445, -1.860, 3.245)
H (-4.291, 0.880, 6.368)
H (4.903, 7.320, -1.849)
H (3.805, -0.705, 2.216)
H (-3.287, -8.163, -6.480)
H (-0.960, -2.933, 2.263)
H (0.544, 10.462, 1.277)
H (1.739, 5.290, 2.682)
H (0.098, 3.712, 4.201)
H (4.238, -4.237, 2.958)
H (9.087, -7.645, -0.177)
H (-1.485, -1.498, 2.053)
H (-2.528, -4.821, 3.656)
H (0.840, 0.307, -3.247)
H (-0.297, 1.143, -4.376)
H (-5.244, 4.081, -2.633)
H (5.956, -9.027, -3.267)
H (2.600, -5.304, 4.882)
H (-2.816, -6.731, -6.934)
H (-3.953, -4.558, 6.228)
H (7.249, -7.278, -3.843)
H (6.125, -6.910, -0.964)
H (4.442, -3.389, 5.933)
H (-8.413, -2.164, -4.505)
H (-2.916, -3.996, 1.161)
H (-5.012, 2.408, 8.931)
H (-5.959, -8.778, -3.646)
H (-5.377, 4.094, 3.879)
H (5.817, 5.739, -7.390)
H (6.161, 3.981, -4.894)
H (1.526, 2.634, -2.382)
H (4.629, -5.778, 6.337)
H (1.389, 1.309, -4.569)
H (-0.773, 11.453, 1.519)
H (-3.269, 1.886, -9.879)
H (-2.420, 1.090, 8.033)
H (0.564, 6.603, -4.067)
H (-0.767, -6.176, -5.301)
H (2.741, 4.263, 4.844)
H (-0.668, 3.582, -4.296)
H (-4.343, -9.173, -3.752)
H (5.352, -5.706, -4.479)
H (-2.697, 2.654, 8.017)
H (7.266, 5.841, -6.439)
H (-1.534, -5.717, -3.721)
H (6.331, 3.402, -6.494)
H (-0.683, 3.184, -1.556)
H (-4.078, 5.170, 4.431)
H (5.517, -3.291, 3.638)
H (5.763, 8.733, -2.355)
H (7.925, -6.403, 0.478)

The following is a quantum chemistry calculation of C29H28BF2MoN3O2 as an isolated structure at a distorted geometry, from the Open Molecules 2025 dataset.

## Properties
charge = +2
HOMO-LUMO gap (spin up / spin down) = 7.40 / 6.33 eV
relative energy (zero: lowest compared OMol25 entry of this formula, charge and spin) = 0.0 kcal per mole
E = -47045.7410 eV
multiplicity = 3

Cartesian coordinates (Å):
Mo (-1.137, 0.462, -0.331)
F (0.252, -1.541, -2.398)
F (0.990, 0.450, -2.672)
O (-1.036, 4.579, -0.771)
O (-4.657, -1.379, -1.309)
N (-2.523, -0.771, -1.297)
N (-0.569, 2.425, -0.759)
N (-2.946, 1.604, -0.807)
C (-0.017, -3.824, 1.318)
C (4.344, -1.107, -0.800)
C (-5.249, 3.031, -1.407)
C (0.773, -0.492, -0.165)
C (-1.459, 3.357, -0.826)
C (3.448, -1.951, 1.480)
C (-0.133, -2.948, 2.398)
C (-1.065, -1.922, 2.386)
C (-1.689, -2.520, 0.122)
C (-1.862, -1.705, 1.255)
C (-4.129, 1.022, -0.971)
C (1.462, 2.586, 0.664)
C (0.782, 2.999, -0.642)
C (2.886, -3.105, -0.761)
C (-0.800, -3.602, 0.164)
C (2.870, 2.718, 0.698)
C (-3.859, -2.631, -1.537)
C (1.926, -0.973, -0.131)
C (-2.921, 2.905, -0.998)
C (0.781, 2.016, 1.720)
C (0.454, 4.529, -0.563)
C (-3.778, -0.424, -1.261)
C (1.544, 1.619, 2.873)
C (2.894, 1.729, 2.905)
C (-2.410, -2.247, -1.194)
C (-5.256, 1.649, -1.311)
C (-3.998, 3.671, -1.288)
C (3.586, 2.258, 1.781)
C (3.143, -1.797, -0.020)
B (0.539, -0.393, -1.779)
H (-4.261, -3.404, -0.897)
H (-2.755, -1.004, 1.306)
H (-6.101, 3.538, -1.728)
H (-3.887, -2.957, -2.601)
H (-0.619, -4.230, -0.744)
H (0.501, -3.153, 3.268)
H (3.619, -0.976, 1.931)
H (3.777, -3.671, -0.780)
H (-0.263, 1.972, 1.721)
H (2.108, -3.703, -0.248)
H (-3.904, 4.769, -1.469)
H (2.606, -2.480, 1.940)
H (4.384, -2.517, 1.617)
H (4.711, 2.294, 1.741)
H (4.729, -0.229, -0.248)
H (0.904, 5.126, -1.384)
H (0.933, 1.170, 3.621)
H (0.612, 4.884, 0.453)
H (4.099, -0.786, -1.844)
H (3.463, 1.474, 3.767)
H (2.610, -2.899, -1.794)
H (3.381, 3.111, -0.165)
H (-1.726, -2.523, -1.961)
H (0.672, -4.635, 1.462)
H (1.420, 2.642, -1.548)
H (-6.169, 1.093, -1.517)
H (-1.146, -1.275, 3.229)
H (5.117, -1.906, -0.894)

The following is a quantum chemistry calculation of C34H37EuN8O4 as an isolated structure at a distorted geometry, from the Open Molecules 2025 dataset.

## Properties
charge = +2
HOMO-LUMO gap (spin up / spin down) = 3.25 / 6.48 eV
relative energy (zero: lowest compared OMol25 entry of this formula, charge and spin) = 111.8 kcal per mole
E = -75282.2448 eV
multiplicity = 7

Cartesian coordinates (Å):
Eu (0.051, 0.429, 0.268)
O (-2.075, 0.324, 0.183)
O (-1.013, 0.882, -1.642)
O (-0.717, -1.810, -0.997)
O (-1.009, 4.079, -4.223)
N (-2.743, 5.022, -5.253)
N (-1.141, 4.479, 1.535)
N (2.429, 0.514, -3.404)
N (-0.189, 4.924, 0.695)
N (-2.256, 4.107, -6.082)
N (3.016, 1.553, -2.776)
N (0.100, 2.775, 0.776)
N (1.860, 0.299, -1.320)
C (2.694, -1.905, 1.442)
C (0.542, 3.915, 0.248)
C (-0.194, 6.320, 0.245)
C (0.400, 1.171, -7.817)
C (1.375, 0.601, -7.002)
C (-2.327, 7.349, -0.657)
C (-3.297, 7.458, -1.652)
C (-0.346, 2.518, -5.963)
C (-1.993, -1.305, -1.573)
C (0.310, 0.546, 3.147)
C (-1.198, 3.531, -5.465)
C (-0.902, -0.152, 3.153)
C (2.664, 1.396, -1.529)
C (0.636, 1.927, -5.136)
C (2.574, 0.316, -4.842)
C (1.456, 0.015, 2.544)
C (-0.462, 2.120, -7.313)
C (-0.953, 3.190, 1.562)
C (-3.398, 0.348, 3.169)
C (1.485, 0.977, -5.661)
C (-3.158, -2.034, -0.941)
C (-1.807, 0.120, -1.041)
C (-1.963, -1.389, -3.081)
C (-2.005, 5.016, -4.152)
C (0.206, -1.928, 1.907)
C (-1.245, 6.498, -0.832)
C (-0.931, -1.395, 2.504)
C (-3.207, 6.706, -2.807)
C (1.433, -1.242, 1.927)
C (-2.123, 5.835, -2.980)
C (-1.138, 5.750, -1.993)
C (1.743, -0.217, -2.542)
C (-2.213, -0.515, 5.223)
C (-2.084, 0.342, 3.956)
H (-2.443, -1.553, 4.972)
H (-1.578, 2.536, 2.148)
H (-3.150, -1.908, 0.139)
H (-3.110, -3.097, -1.187)
H (1.205, -1.117, -2.793)
H (-2.416, 7.933, 0.251)
H (2.901, -2.779, 2.062)
H (-2.888, -0.986, -3.495)
H (-4.134, 8.128, -1.512)
H (3.550, 0.713, -5.117)
H (-4.100, -1.642, -1.326)
H (-3.025, -0.136, 5.843)
H (0.398, 1.466, 3.712)
H (2.049, -0.144, -7.411)
H (2.574, -0.757, -5.028)
H (0.180, -2.941, 1.527)
H (-4.174, 0.829, 3.765)
H (2.605, -2.250, 0.411)
H (0.325, 0.871, -8.854)
H (-1.218, 2.584, -7.931)
H (0.709, 2.241, -4.102)
H (2.406, 0.522, 2.672)
H (-0.760, -2.771, -1.048)
H (-1.135, -0.809, -3.487)
H (-0.407, 6.942, 1.110)
H (3.026, 2.041, -0.743)
H (0.802, 6.549, -0.130)
H (-1.864, 1.366, 4.273)
H (-1.294, -0.496, 5.810)
H (-1.873, -2.429, -3.398)
H (-1.833, -1.993, 2.551)
H (-3.315, 0.888, 2.227)
H (-0.294, 5.090, -2.151)
H (-3.959, 6.773, -3.581)
H (1.363, 4.023, -0.443)
H (3.548, -1.235, 1.513)
H (-3.734, -0.668, 2.950)

The following is a quantum chemistry calculation of a 2-piece molecular cluster, C2H8NOS overall at a distorted geometry, from the Open Molecules 2025 dataset.

## Properties
charge = -1
HOMO-LUMO gap = 7.14 eV
relative energy (zero: lowest compared OMol25 entry of this formula, charge and spin) = 7.4 kcal per mole
E = -16577.5066 eV

Cartesian coordinates (Å):
S (-0.991, 1.058, -0.858)
O (1.903, -0.005, -0.209)
N (0.682, -1.982, 0.351)
C (1.462, -0.825, 0.841)
C (-2.064, 0.735, 0.595)
H (-1.460, 0.598, 1.493)
H (-2.678, -0.152, 0.418)
H (0.882, -0.340, 1.621)
H (-0.179, -1.554, 0.004)
H (2.365, -1.248, 1.289)
H (1.151, -2.204, -0.531)
H (-2.786, 1.536, 0.777)
H (1.081, 0.545, -0.411)

The following is a quantum chemistry calculation of a 3-piece molecular cluster, C4H13O3S overall at a distorted geometry, from the Open Molecules 2025 dataset.

## Properties
charge = -1
HOMO-LUMO gap = 5.54 eV
relative energy (zero: lowest compared OMol25 entry of this formula, charge and spin) = 43.9 kcal per mole
E = -21335.5335 eV

Cartesian coordinates (Å):
S (1.440, -0.475, 2.497)
O (3.098, 0.469, -0.573)
O (-1.675, 3.012, 0.395)
O (-1.387, 0.678, -2.717)
C (0.740, -1.554, 1.120)
C (-1.625, 0.252, -1.486)
C (-0.546, -0.782, -0.968)
C (-0.526, -0.917, 0.566)
H (-0.752, 0.031, 1.052)
H (0.692, -2.542, 1.570)
H (-0.647, -1.774, -1.425)
H (3.201, 1.405, -0.389)
H (0.448, -0.511, -1.346)
H (-2.587, -0.314, -1.425)
H (2.460, -0.119, 1.707)
H (-1.675, 2.133, -0.063)
H (-1.487, 1.077, -0.718)
H (-1.459, 2.897, 1.325)
H (1.472, -1.678, 0.329)
H (-1.428, -1.511, 0.770)
H (2.241, 0.223, -0.219)

E of number 1 (C2H3N3O)? -8637.0594 eV